No. 1
Entry from the Open Molecules 2025 dataset: a single C10H18O molecule in a non-equilibrium geometry (wB97M-V/def2-TZVPD).

```
29
Properties=species:S:1:pos:R:3:mulliken_charge:R:1
O 0.782 -2.623 2.921 -0.510
C 1.305 -1.605 2.442 -0.486
C 0.447 -0.788 1.626 1.174
C 0.257 -1.592 0.316 -0.859
C -1.204 -1.642 -0.304 -1.291
C -1.968 -0.349 -0.923 -0.780
C -1.166 0.487 -2.060 -0.565
C -0.187 1.681 -1.828 -0.868
C 0.982 1.468 -0.837 -0.826
C 0.498 1.633 0.658 -0.566
C 1.101 0.546 1.618 -1.398
H 2.411 -1.560 2.072 0.306
H -0.554 -0.806 2.267 0.184
H 0.765 -2.509 0.476 0.622
H 0.874 -1.069 -0.323 0.202
H -1.194 -2.321 -1.098 0.486
H -1.835 -2.072 0.370 0.595
H -2.326 0.491 -0.376 0.400
H -2.806 -0.627 -1.584 0.392
H -1.889 0.981 -2.720 0.414
H -0.601 -0.471 -2.634 0.248
H -0.961 2.412 -1.295 0.247
H 0.152 2.152 -2.739 0.425
H 1.578 0.512 -0.854 0.488
H 1.742 2.222 -0.967 0.442
H 0.925 2.648 0.931 0.351
H -0.615 1.602 0.741 0.377
H 2.164 0.307 1.404 0.388
H 1.323 0.892 2.698 0.407
```

Its total charge is 0. The structure (SMILES) is O=CC1CCCCCCCC1. As for the gap between HOMO and LUMO: 10.27 eV. Its lowest unoccupied orbital energy is 0.025 hartree. The value obtained for the total energy is -466.93055 a.u. As for the multiplicity: 1.

***

No. 2
Entry from the Open Molecules 2025 dataset: 2 unconnected molecules or ions with the total composition C10H18OSi in a non-equilibrium geometry (wB97M-V/def2-TZVPD).

```
30
Properties=species:S:1:pos:R:3:mulliken_charge:R:1
C 2.251 -0.846 0.585 -1.130
C 1.351 -0.835 -0.392 0.693
C 1.562 -0.143 -1.789 -1.088
Si -0.440 -1.430 0.030 0.527
C -0.232 -3.075 0.888 0.664
C 0.033 -3.201 2.202 -1.048
C -0.054 -4.392 0.088 -1.339
C -1.930 -0.312 0.388 -0.295
O -1.899 -1.307 -0.801 -0.495
H 2.178 -1.531 1.379 0.354
H 3.155 -0.472 0.329 0.374
H 0.932 0.893 -1.860 0.051
H 1.194 -0.906 -2.489 0.361
H 2.569 0.060 -1.888 0.488
H 0.033 -2.298 2.855 0.275
H 0.273 -4.095 2.566 0.357
H 0.763 -4.409 -0.669 0.257
H -0.982 -4.544 -0.414 0.335
H 0.047 -5.142 0.788 0.463
H -2.761 -0.440 1.014 0.348
H -1.750 0.807 0.003 -0.147
C -1.162 4.871 0.460 -0.760
C -1.111 3.798 -0.309 0.063
C 0.185 3.526 -1.115 -1.130
H -1.884 5.248 1.270 0.244
H -0.278 5.451 0.643 0.239
H -2.034 3.249 -0.470 0.312
H -0.062 2.928 -1.933 0.312
H 0.890 3.012 -0.537 0.312
H 0.701 4.377 -1.617 0.404
```

Its total charge is 0. The structure (SMILES) is C=C(C)[Si]1(C(=C)C)CO1.C=CC. As for the gap between HOMO and LUMO: 9.96 eV. Its lowest unoccupied orbital energy is 0.029 hartree. The value obtained for the total energy is -756.39667 a.u. As for the multiplicity: 1.

***

No. 3
Entry from the Open Molecules 2025 dataset: a molecular structure, C10H19AgCl8O4 in a non-equilibrium geometry (wB97M-V/def2-TZVPD).

```
42
Properties=species:S:1:pos:R:3:mulliken_charge:R:1
Ag 0.550 0.496 0.587 0.741
C 0.932 1.790 -2.348 -0.330
O 1.041 2.176 -0.990 -0.205
H 1.631 2.336 -2.981 0.332
H 1.109 0.733 -2.543 0.047
H -0.079 1.990 -2.703 0.146
C 0.480 2.697 2.328 1.047
O -0.410 1.900 1.996 -0.709
O 0.483 3.827 1.945 -0.554
O 1.489 2.188 1.846 -0.599
Cl 3.892 0.364 -0.185 -0.120
C 4.572 0.366 1.399 -0.451
C 4.052 -0.876 2.239 -0.665
Cl 2.326 -1.006 2.235 -0.009
H 4.193 1.273 1.869 0.221
H 5.656 0.364 1.285 0.401
H 4.338 -0.738 3.282 0.330
H 4.486 -1.837 1.964 0.343
Cl 1.092 -1.881 -0.819 0.021
C 1.540 -2.830 -2.257 -0.801
C 0.415 -2.748 -3.307 -0.292
Cl -1.225 -3.231 -2.859 -0.143
H 1.828 -3.786 -1.822 0.369
H 2.535 -2.485 -2.537 0.320
H 0.787 -3.454 -4.050 0.330
H 0.375 -1.752 -3.746 0.219
Cl -1.875 -0.148 -0.678 0.028
C -3.126 0.584 -1.730 -0.753
C -3.102 2.164 -1.615 -0.264
Cl -3.476 2.682 0.054 -0.144
H -4.124 0.252 -1.447 0.360
H -2.913 0.265 -2.751 0.339
H -3.762 2.512 -2.409 0.407
H -2.095 2.484 -1.883 0.021
Cl -0.931 -1.243 2.152 -0.068
C -2.426 -1.234 3.246 -0.608
C -3.534 -0.349 2.641 -0.327
Cl -4.424 -1.078 1.264 -0.193
H -2.144 -0.871 4.234 0.315
H -2.779 -2.263 3.315 0.380
H -3.067 0.602 2.383 0.112
H -4.312 -0.235 3.395 0.409
```

Its total charge is 0. As for the gap between HOMO and LUMO (alpha / beta): 8.48 / 5.97 eV. Its lowest unoccupied orbital energy (alpha / beta) is 0.009 / -0.073 hartree. The value obtained for the total energy is -4521.62280 a.u. As for the multiplicity: 3.

***

No. 4
Entry from the Open Molecules 2025 dataset: a molecular structure, C10H19AsN3O3PdS (wB97M-V/def2-TZVPD).

```
38
Properties=species:S:1:pos:R:3:mulliken_charge:R:1
Pd 0.116 0.160 0.254 0.106
N 1.405 0.450 3.261 -0.413
C 2.859 0.476 3.266 -0.672
C 3.437 -0.568 2.296 -0.715
C 2.628 -0.543 1.039 1.069
O 2.907 0.472 0.223 -0.326
O 1.672 -1.282 0.796 -0.627
H 1.045 1.164 3.884 0.240
H 1.062 -0.441 3.609 0.212
H 3.297 0.275 4.249 0.364
H 3.185 1.466 2.942 0.369
H 3.375 -1.566 2.727 0.359
H 4.471 -0.304 2.080 0.332
C 0.508 -2.514 -2.087 -0.947
As -1.217 -1.827 -1.557 1.015
C -2.432 -3.166 -2.212 -1.121
C -1.579 -0.302 -2.674 -1.112
S -1.677 -1.516 0.515 -0.528
H 0.777 -2.029 -3.024 0.379
H 0.398 -3.586 -2.238 0.428
H 1.267 -2.325 -1.333 0.184
H -2.272 -3.304 -3.281 0.396
H -3.456 -2.852 -2.019 0.379
H -2.234 -4.100 -1.685 0.374
H -1.520 -0.631 -3.711 0.439
H -0.851 0.491 -2.497 0.315
H -2.584 0.056 -2.451 0.365
O 1.931 1.599 -1.472 -0.474
C 1.749 0.947 -0.504 0.437
N -2.441 1.685 0.328 -0.083
C -2.998 2.904 0.373 -0.104
C -2.002 3.822 0.115 -0.865
C -0.848 3.059 -0.075 -0.462
N -1.133 1.769 0.055 0.285
H -2.853 0.771 0.469 -0.002
H -4.046 3.028 0.579 0.458
H -2.098 4.890 0.070 0.391
H 0.155 3.371 -0.311 0.555
```

Its total charge is +1. As for the gap between HOMO and LUMO: 8.45 eV. Its lowest unoccupied orbital energy is -0.135 hartree. The value obtained for the total energy is -3544.08262 a.u. As for the multiplicity: 1.

***

No. 5
Entry from the Open Molecules 2025 dataset: 3 unconnected molecules or ions with the total composition C10H19BClNO5S in a non-equilibrium geometry (wB97M-V/def2-TZVPD).

```
38
Properties=species:S:1:pos:R:3:mulliken_charge:R:1
N 2.539 -1.400 1.773 -0.479
B 1.175 -0.942 1.861 0.496
O 0.098 -1.781 1.989 -0.617
C 0.864 0.626 1.816 -0.165
O 1.495 1.096 0.587 -0.207
C 1.806 2.407 0.686 0.066
O 1.920 3.125 -0.255 -0.523
C 2.028 2.727 2.159 0.236
Cl 1.531 4.369 2.571 -0.176
C 1.301 1.617 2.931 -0.297
S 2.368 1.004 4.283 -0.241
H 2.636 -2.373 2.045 0.198
H 3.000 -1.280 0.878 0.250
H 0.218 -2.575 1.457 0.319
H -0.209 0.775 1.668 0.194
H 3.100 2.651 2.337 0.344
H 0.412 2.032 3.398 0.486
H 2.407 -0.279 3.921 0.084
C -2.964 -1.258 0.770 -0.818
C -3.544 -2.233 -0.225 0.805
C -5.048 -2.286 -0.336 -1.144
O -2.830 -2.939 -0.899 -0.563
H -1.881 -1.335 0.746 0.052
H -3.275 -0.240 0.526 0.368
H -3.317 -1.488 1.777 0.370
H -5.436 -1.306 -0.618 0.313
H -5.484 -2.548 0.630 0.323
H -5.338 -3.023 -1.081 0.308
C 1.837 1.264 -2.901 -0.622
C 1.494 0.492 -4.150 0.694
C 0.027 0.204 -4.378 -1.012
O 2.339 0.118 -4.929 -0.563
H 2.912 1.414 -2.841 0.328
H 1.338 2.233 -2.899 0.346
H 1.493 0.722 -2.018 -0.011
H -0.533 1.139 -4.432 0.310
H -0.376 -0.373 -3.543 0.244
H -0.101 -0.355 -5.302 0.302
```

Its total charge is 0. The structure (SMILES) is NB(O)[C@@H]1OC(=O)[C@@H](Cl)[C@@H]1S.CC(C)=O.CC(C)=O. As for the gap between HOMO and LUMO: 9.36 eV. Its lowest unoccupied orbital energy is 0.001 hartree. The value obtained for the total energy is -1706.70890 a.u. As for the multiplicity: 1.

***

No. 6
Entry from the Open Molecules 2025 dataset: a single C10H19BO5 molecule (wB97M-V/def2-TZVPD).

```
35
Properties=species:S:1:pos:R:3:mulliken_charge:R:1
C 1.637 3.169 1.693 -0.806
O 0.936 2.027 1.247 -0.381
C 1.736 0.871 1.032 -0.916
C 1.775 0.537 -0.451 0.290
C 2.191 -0.895 -0.792 -1.100
C 1.413 -2.019 -0.102 -0.782
C -0.071 -2.101 -0.510 -0.700
C -1.066 -1.835 0.613 0.162
C -1.457 -0.366 0.798 0.523
C -2.632 -0.184 -0.204 -0.065
B -2.226 0.822 -1.355 0.565
O -1.856 0.380 -2.589 -0.528
O -2.174 2.176 -1.123 -0.598
C -2.937 -1.609 -0.622 0.142
O -3.578 -1.995 -1.544 -0.548
O -2.327 -2.461 0.263 -0.462
H 1.750 3.167 2.782 0.287
H 2.625 3.238 1.228 0.336
H 1.058 4.046 1.408 0.252
H 1.294 0.056 1.610 0.215
H 2.745 1.034 1.427 0.542
H 0.778 0.729 -0.858 -0.127
H 2.465 1.227 -0.943 0.420
H 2.032 -1.023 -1.867 0.367
H 3.263 -1.035 -0.629 0.415
H 1.899 -2.952 -0.393 0.355
H 1.507 -1.966 0.986 0.423
H -0.263 -1.417 -1.345 0.252
H -0.297 -3.101 -0.880 0.526
H -0.747 -2.298 1.546 0.565
H -1.825 -0.202 1.812 0.251
H -0.639 0.339 0.665 -0.704
H -3.503 0.176 0.347 0.215
H -1.355 1.057 -3.059 0.311
H -2.148 2.408 -0.190 0.303
```

Its total charge is 0. The structure (SMILES) is COCCCCC[C@H]1C[C@@H](B(O)O)C(=O)O1. As for the gap between HOMO and LUMO: 10.49 eV. Its lowest unoccupied orbital energy is 0.019 hartree. The value obtained for the total energy is -793.59111 a.u. As for the multiplicity: 1.

***

No. 7
Entry from the Open Molecules 2025 dataset: 2 unconnected molecules or ions with the total composition C10H19ClN2OPS2 in a non-equilibrium geometry (wB97M-V/def2-TZVPD).

```
36
Properties=species:S:1:pos:R:3:mulliken_charge:R:1
S 1.341 -2.310 4.069 -0.159
C 0.404 -1.614 2.799 -0.177
S 0.341 0.255 2.728 -0.057
C 0.341 0.911 0.975 -0.050
C -0.905 1.979 0.676 -0.387
C -2.145 1.316 -0.167 -0.942
P -3.303 0.184 0.855 0.005
Cl -3.006 -1.314 -0.673 -0.494
N -0.285 -2.586 1.869 0.273
C -0.089 -2.930 0.409 -0.069
C -1.163 -4.143 0.028 -0.316
N -1.949 -4.421 1.320 -0.530
C -1.401 -3.468 2.396 -0.045
H 1.338 1.553 0.848 0.229
H 0.350 0.093 0.139 -0.019
H -1.248 2.557 1.658 0.277
H -0.437 2.821 -0.023 0.172
H -1.696 0.672 -1.049 0.251
H -2.804 2.149 -0.663 0.393
H -4.468 0.598 0.105 0.020
H -4.194 -0.727 1.586 0.064
H -2.210 -0.439 1.563 -0.320
H -3.494 1.198 1.860 0.048
H 0.720 -2.411 -0.257 0.287
H -1.279 -4.690 -1.019 0.272
H -1.736 -3.401 3.530 0.279
C 3.794 0.723 -3.048 -1.135
C 2.757 1.589 -2.384 0.840
O 1.669 1.131 -2.037 -0.507
C 3.102 3.037 -2.161 -1.082
H 3.407 -0.297 -3.144 0.285
H 4.016 1.108 -4.046 0.334
H 4.701 0.697 -2.439 0.334
H 3.293 3.525 -3.119 0.373
H 3.978 3.114 -1.513 0.323
H 2.260 3.539 -1.673 0.231
```

Its total charge is -1. As for the gap between HOMO and LUMO: 5.31 eV. Its lowest unoccupied orbital energy is 0.063 hartree. The value obtained for the total energy is -2174.80105 a.u. As for the multiplicity: 1.

***

No. 8
Entry from the Open Molecules 2025 dataset: 2 unconnected molecules or ions with the total composition C10H19FN4 in a non-equilibrium geometry (wB97M-V/def2-TZVPD).

```
34
Properties=species:S:1:pos:R:3:mulliken_charge:R:1
C -0.938 1.724 0.893 -1.168
C 0.034 0.993 0.245 0.511
C -0.367 -0.023 -0.658 0.407
C -1.806 -0.042 -1.021 -0.023
C -2.354 1.690 0.630 -0.570
C 3.528 2.272 -0.148 -0.647
C 3.861 1.032 0.778 -0.495
C 2.222 1.899 -0.729 -0.592
C 2.499 0.242 0.912 -0.566
C -2.723 -4.115 0.615 -0.039
N -2.710 0.603 -0.273 -0.229
N -2.502 -5.140 -0.100 -0.171
N 1.437 1.263 0.480 0.227
N -2.183 -0.703 -2.018 -0.371
F 0.456 -0.997 -1.116 -0.382
H -0.710 2.611 1.412 0.369
H -2.893 1.543 1.664 0.293
H -2.709 2.725 0.218 0.266
H 3.502 3.113 0.515 0.359
H 4.327 2.532 -0.842 0.352
H 4.657 0.364 0.508 0.372
H 4.113 1.316 1.821 0.294
H 1.663 2.749 -1.130 0.380
H 2.253 1.009 -1.343 0.394
H 2.418 -0.579 0.184 0.267
H 2.324 -0.193 1.904 0.423
H -3.408 -3.414 0.221 0.266
H -2.095 -3.948 1.526 0.305
H -3.706 0.597 -0.459 0.234
H -3.156 -5.405 -0.905 0.332
H -1.772 -5.841 -0.118 0.296
H 1.416 1.990 1.174 0.393
H -1.524 -1.366 -2.464 0.261
H -3.154 -0.504 -2.379 0.251
```

Its total charge is +2. As for the gap between HOMO and LUMO: 4.16 eV. Its lowest unoccupied orbital energy is -0.297 hartree. The value obtained for the total energy is -710.62894 a.u. As for the multiplicity: 1.